# 1
C3H3F | wB97M-V/def2-TZVPD

## Properties
**E**: -215.8262 hartree
**Energy relative to the best compared isomer or geometry (same formula, charge and spin)**: 1.526 eV
**Orbital gap (spin up / spin down)**: 8.13 / 8.13 eV
**Total charge**: 0

Structure (XYZ):
```
7
Properties=species:S:1:pos:R:3:forces:R:3:lowdin_charge:R:1
C -0.033 -0.663 0.097 0.2687 4.2084 -0.1080 -0.1909
C 1.359 -0.634 -0.216 1.7745 -0.2472 -0.3559 -0.0368
C -0.760 0.476 -0.081 1.5333 -1.2056 0.7555 0.0794
F 1.952 0.542 0.056 -0.9725 -0.4930 -0.0210 -0.0266
H -0.414 -1.580 0.355 -1.1408 -2.0511 0.1519 0.0562
H -1.803 0.398 -0.022 -1.4277 0.2049 -0.0853 0.0441
H -0.301 1.459 -0.188 -0.0354 -0.4165 -0.3372 0.0747
```
Forces are in eV/Å.

# 2
C21H36CdCl6F2O22S | wB97M-V/def2-TZVPD

## Properties
**E**: -6003.9300 hartree
**Energy relative to the best compared isomer or geometry (same formula, charge and spin)**: 0.411 eV
**Orbital gap**: 9.52 eV
**Total charge**: 0

Structure (XYZ):
```
89
Properties=species:S:1:pos:R:3:forces:R:3:lowdin_charge:R:1
Cd 1.349 0.232 0.614 3.5631 0.6087 0.1003 1.4346
S -1.189 -0.082 -0.134 -0.7577 0.2121 2.2461 0.2826
O 0.073 -0.187 -0.937 -0.6771 -0.8675 -3.2020 -0.4860
O -1.919 -1.334 -0.030 0.0391 0.1728 -0.6621 -0.3294
O -0.537 0.217 1.210 -3.3724 0.1659 1.5566 -0.5142
O -1.992 1.082 -0.493 0.0387 -0.2669 -0.5969 -0.3487
C 5.120 0.229 4.207 0.5299 -0.1499 -0.2798 -0.0045
O 4.056 0.031 3.269 1.0682 -1.0883 -0.7552 0.0365
C 2.950 0.692 3.388 1.6283 0.4808 1.6402 -0.6550
O 2.080 0.643 2.593 -1.8653 0.2755 -1.0324 0.0578
O 2.957 1.396 4.480 -0.6219 0.8436 0.8958 0.0227
C 1.837 2.248 4.750 -0.1685 0.8612 1.2386 0.0054
H 4.830 -0.059 5.213 -0.0440 0.0097 -0.0050 0.1048
H 5.480 1.255 4.176 -0.1917 0.0468 0.0974 0.1050
H 5.907 -0.413 3.822 0.0346 -0.0849 0.2119 0.0991
H 1.815 2.363 5.836 -0.0046 -0.3409 -0.0715 0.1024
H 0.879 1.869 4.419 0.1987 -0.1769 -0.3558 0.0874
H 2.022 3.265 4.402 -0.0002 -0.2864 -0.5864 0.1077
C -0.231 -2.464 2.838 -0.3298 0.2702 -0.2050 -0.0023
O 1.070 -3.062 2.911 -0.1004 -0.9902 -0.1908 0.0403
C 1.963 -2.758 2.002 0.3412 0.6190 0.7729 -0.6150
O 1.931 -1.778 1.290 0.0308 -0.2956 -0.8445 0.0129
O 2.987 -3.562 2.081 0.0405 -1.1973 -0.0480 0.0447
C 4.100 -3.348 1.209 0.7145 1.1736 0.3383 -0.0032
H -0.134 -1.388 2.917 -0.2223 0.1071 0.2485 0.0735
H -0.811 -2.930 3.627 0.1701 0.2315 0.2871 0.1028
H -0.769 -2.665 1.910 0.4401 -0.0834 -0.2339 0.0805
H 4.623 -2.460 1.584 -0.0887 0.0381 -0.2318 0.0924
H 3.832 -3.184 0.169 -0.2764 -0.2520 0.0381 0.0834
H 4.804 -4.163 1.330 -0.3914 -0.3802 -0.0211 0.1012
C 0.291 -3.713 -1.300 -0.9091 -0.1681 0.0653 -0.0224
O 1.715 -3.768 -1.301 -0.2124 0.4265 1.6369 0.0071
C 2.388 -4.511 -2.147 -1.5636 -0.4458 -0.6128 -0.6785
O 3.530 -4.349 -2.364 2.7459 0.5401 -0.1351 0.1554
O 1.643 -5.421 -2.759 -1.0812 -0.4665 -0.0183 -0.0144
C 2.079 -5.865 -4.026 1.1341 1.0026 -1.4682 -0.0731
H 0.020 -3.130 -2.173 -0.5457 -0.1891 0.0286 0.0617
H -0.110 -3.244 -0.401 0.7988 0.6538 -0.0082 0.0694
H -0.218 -4.675 -1.244 0.4532 -0.3085 -0.6968 0.1041
H 2.694 -5.107 -4.533 -0.0463 0.1866 0.5260 0.0836
H 1.227 -5.911 -4.699 -0.2535 -0.7687 0.4079 0.0871
H 2.756 -6.717 -4.023 -0.6061 -0.4505 0.3985 0.0986
C 3.392 5.103 -1.237 0.3014 1.5486 -0.7833 -0.0338
O 2.850 4.282 -0.227 1.3613 0.7632 0.8758 0.0564
C 2.087 3.292 -0.562 -0.0147 0.4601 -0.8366 -0.6638
O 1.917 2.381 0.183 -0.3613 -1.8976 1.5867 0.0702
O 1.584 3.430 -1.739 -0.6553 0.6968 -1.4570 0.0350
C 0.662 2.507 -2.295 -0.3529 -1.6291 -0.5085 -0.0136
H 4.073 5.828 -0.793 -0.1077 -0.2638 0.5017 0.0996
H 2.619 5.701 -1.721 -0.0608 -0.2698 -0.0987 0.1033
H 3.985 4.579 -1.988 -0.3220 -0.4275 0.0888 0.1061
H 0.632 2.691 -3.365 -0.0572 0.2981 0.0597 0.0920
H -0.343 2.506 -1.867 0.1433 0.6338 0.2619 0.0871
H 0.962 1.460 -2.170 0.3688 0.3425 0.0931 0.0656
C -3.655 1.580 -2.819 -0.1746 0.9043 0.1342 -0.0641
C -3.133 2.678 -3.738 -0.4292 -0.5418 -1.2186 -0.2385
O -4.280 3.078 -4.478 1.0995 0.2382 0.7122 0.1252
C -5.259 2.140 -4.337 0.9476 0.2923 1.4410 -0.5786
O -6.294 2.185 -4.869 -1.5432 -0.0186 -1.2552 0.2021
O -4.926 1.255 -3.388 0.6960 -0.9855 -0.1541 0.0912
F -2.246 2.179 -4.722 -0.3600 0.3245 1.2336 -0.0095
H -3.875 1.950 -1.817 0.2657 0.1917 -0.0618 0.1233
H -2.907 0.803 -2.692 -0.5131 -0.5411 -0.4057 0.1251
H -2.643 3.488 -3.194 -0.1299 0.1329 -0.5183 0.1615
C -2.251 3.510 1.433 -1.5973 -0.3899 -0.9890 -0.0637
C -1.670 2.856 2.665 0.7905 0.8639 -0.5452 -0.2934
O -2.170 3.662 3.694 0.3842 -1.1664 0.2399 0.1207
C -2.644 4.841 3.209 0.3631 -1.5349 -1.2939 -0.5870
O -2.943 5.734 3.883 -0.7044 2.0771 1.4705 0.2089
O -2.739 4.788 1.873 0.7988 -0.0915 -0.2326 0.0916
F -0.270 2.998 2.670 -0.4810 0.0330 -0.0122 0.0077
H -3.141 2.984 1.071 0.1377 -0.2749 0.3881 0.1113
H -1.651 3.557 0.528 0.6224 0.3639 0.4594 0.1303
H -1.859 1.792 2.743 -0.1997 0.0738 0.3763 0.1178
C 0.872 -1.277 -4.166 0.4057 -0.2624 0.3525 -1.0130
Cl 0.266 0.040 -5.157 -0.0603 0.0852 0.0959 0.5631
Cl 0.557 -2.867 -4.915 0.0502 0.2992 0.2028 0.5690
H 1.944 -1.169 -4.031 0.0687 -0.0454 -0.3721 0.0344
H 0.447 -1.242 -3.165 -0.4458 0.0212 -0.2035 -0.0063
C -3.976 -4.228 0.089 -0.3247 0.0516 0.1226 -1.0198
Cl -4.248 -4.833 -1.550 0.2110 -0.0397 0.0567 0.5065
Cl -5.378 -3.317 0.660 -0.1273 0.2385 0.0915 0.5218
H -3.876 -5.061 0.773 0.2037 -0.1410 -0.1458 0.0203
H -3.124 -3.562 0.105 0.1111 0.0420 -0.1317 -0.0085
C -4.772 0.422 1.450 -0.3800 0.1474 -0.0381 -0.9980
Cl -4.568 1.097 3.069 0.1586 -0.0371 0.3177 0.5644
Cl -6.505 0.447 1.017 0.4873 -0.0838 -0.1444 0.5018
H -4.196 1.049 0.783 -0.1313 -0.0486 -0.2778 -0.0124
H -4.402 -0.594 1.420 -0.0826 -0.1023 0.0486 -0.0070
```
Forces are in eV/Å.

# 3
C29H35F5N4P2Pb | wB97M-V/def2-TZVPD

## Properties
**E**: -2719.8271 hartree
**Orbital gap**: 7.25 eV
**Total charge**: 0

Structure (XYZ):
```
76
Properties=species:S:1:pos:R:3:forces:R:3:lowdin_charge:R:1
Pb -0.249 -2.573 5.468 -1.0058 0.4703 0.3387 1.1824
C -1.125 2.281 4.423 -0.3765 -0.4019 -0.0664 -0.1085
C -1.425 1.420 3.444 -0.2189 -0.0357 0.6640 -0.0970
C -0.723 1.182 2.140 -0.1715 -0.2821 -0.6534 -0.2190
C 0.483 0.213 2.149 -0.2501 0.0786 -0.3275 -0.1831
C 1.609 0.520 3.091 0.2009 0.0234 0.3534 -0.1266
C 1.848 1.670 3.727 0.2372 -0.2233 -0.2311 -0.0975
C 1.161 2.989 3.499 -0.0306 0.4817 0.2015 -0.1997
C -0.012 3.276 4.454 0.4359 0.1268 0.1218 -0.1872
C 1.570 -1.736 6.309 1.0668 0.0891 0.6139 -0.3870
H -1.735 2.269 5.335 0.0081 -0.0248 -0.4493 0.1048
H -2.319 0.791 3.563 0.3991 0.2268 0.2533 0.1027
H -0.447 2.112 1.625 -0.2260 -0.3402 0.1435 0.0960
H -1.480 0.683 1.516 0.2565 0.2640 0.0497 0.0869
H 0.109 -0.806 2.360 0.1230 0.2645 0.0567 0.0976
H 0.864 0.149 1.111 -0.0758 0.0033 0.3075 0.1030
H 2.276 -0.334 3.260 -0.1613 0.3224 0.1791 0.0979
H 2.666 1.727 4.455 -0.1997 -0.2588 -0.3001 0.1086
H 0.836 3.121 2.464 0.2215 -0.0597 0.2423 0.0966
H 1.911 3.769 3.685 -0.1148 -0.0750 -0.1283 0.1105
H 0.374 3.313 5.486 -0.0967 0.0487 -0.2612 0.1151
H -0.397 4.290 4.236 0.0374 -0.3398 0.1257 0.1195
H 1.299 -1.302 7.286 0.5612 -0.2814 -0.5778 -0.0185
H 1.992 -0.952 5.665 0.0423 -0.3294 0.1898 -0.0218
H 2.267 -2.579 6.446 0.1343 0.5117 -0.0870 -0.0147
P 1.516 -1.163 -2.826 2.2696 0.0771 -2.0491 1.0679
P -1.625 -0.701 -2.520 -1.6950 1.6371 -1.1871 1.0425
N 2.962 -0.160 -2.828 0.2170 0.9166 0.5532 -0.2810
N 2.254 -2.415 -3.867 -0.6440 -0.8423 0.0435 -0.2611
N -1.844 1.043 -2.360 0.8357 0.5349 0.5408 -0.2599
N -3.292 -1.017 -2.984 -0.5362 -0.8836 -0.2274 -0.2775
C 0.609 -0.241 -4.172 -0.2369 0.0477 0.1736 -0.3881
C -0.876 -0.637 -4.218 0.1863 -0.3619 -0.0111 -0.4000
C 3.440 0.462 -1.665 0.3651 0.1811 -0.8293 -0.1530
C 4.473 1.320 -2.004 -0.5738 -0.5261 -0.2597 -0.0991
C 4.646 1.243 -3.431 -1.1226 -0.8475 0.3517 -0.0831
C 3.698 0.343 -3.908 0.4636 0.5907 0.8258 -0.1384
C 2.411 -3.737 -3.425 0.2619 0.2078 -1.1142 -0.1518
C 2.908 -4.505 -4.472 -0.3199 0.7808 0.6104 -0.1014
C 3.062 -3.639 -5.602 -0.4307 0.8019 0.7472 -0.0883
C 2.647 -2.372 -5.208 0.0344 -0.9687 0.1506 -0.1593
C -1.597 1.677 -1.140 -0.3318 0.7862 -0.8763 -0.1448
C -1.720 3.052 -1.305 0.0370 -1.1620 -0.2735 -0.0828
C -2.023 3.282 -2.687 0.0878 -1.2038 0.0561 -0.0796
C -2.076 2.040 -3.311 0.1744 0.6235 0.7287 -0.1635
C -4.165 -0.299 -3.815 -0.5457 -1.3068 0.1234 -0.1262
C -5.272 -1.099 -4.094 1.3756 0.1562 0.6828 -0.0851
C -5.069 -2.354 -3.424 0.5635 0.3149 0.1092 -0.1042
C -3.859 -2.285 -2.759 -0.3809 0.8935 -0.6178 -0.1594
H 1.066 -0.412 -5.158 -0.1227 0.1031 0.4531 0.0630
H 0.724 0.830 -3.945 -0.1071 -0.2481 0.0657 0.0871
H -1.429 0.039 -4.885 0.0560 -0.3054 0.2632 0.0683
H -0.987 -1.653 -4.624 0.0360 0.1326 0.0393 0.0863
H 2.984 0.218 -0.713 0.1587 0.0949 -0.1059 0.0843
H 5.041 1.944 -1.325 -0.1239 -0.1861 -0.0624 0.0900
H 5.371 1.779 -4.026 -0.0995 -0.0809 0.0373 0.0905
H 3.502 0.034 -4.922 0.0866 0.0608 0.2443 0.0806
H 2.146 -3.989 -2.408 0.0653 -0.0528 -0.1177 0.0912
H 3.129 -5.563 -4.437 -0.0239 0.1641 0.0490 0.0892
H 3.430 -3.908 -6.585 -0.0797 0.0875 0.2054 0.0934
H 2.593 -1.464 -5.792 0.0397 -0.3239 0.1173 0.0806
H -1.355 1.071 -0.286 -0.0343 0.1227 -0.0347 0.0507
H -1.606 3.794 -0.529 0.0096 -0.0570 -0.0578 0.0901
H -2.180 4.240 -3.161 0.0038 -0.1529 0.0051 0.0936
H -2.265 1.802 -4.347 0.0720 0.1184 0.1833 0.0902
H -3.948 0.705 -4.130 -0.0682 -0.0750 0.0980 0.0775
H -6.117 -0.820 -4.704 0.0456 0.0347 0.0721 0.0894
H -5.740 -3.205 -3.444 0.1623 0.1681 0.0766 0.0906
H -3.326 -2.999 -2.148 -0.1396 -0.0018 -0.0333 0.0910
F -0.485 0.153 7.070 -0.1913 -0.7831 0.2540 -0.0110
C -1.018 -1.122 7.286 -0.6845 -0.0939 -0.9068 -0.5348
F -0.582 -1.554 8.517 -0.1866 0.2736 -0.3089 0.0174
C -2.529 -0.883 7.367 0.1749 0.4943 0.3973 -0.5914
F -2.786 0.117 8.242 -0.4167 -0.5025 -0.3500 0.1345
F -2.995 -0.495 6.147 0.1536 -0.3994 0.8009 0.0960
F -3.199 -1.989 7.766 0.3630 0.7011 -0.3944 0.1276
```
Forces are in eV/Å.

# 4
C2H14Li2N4O6 | wB97M-V/def2-TZVPD

## Properties
**E**: -770.0903 hartree
**Energy relative to the best compared isomer or geometry (same formula, charge and spin)**: 0.000 eV
**Orbital gap**: 6.44 eV
**Total charge**: 0

Structure (XYZ):
```
28
Properties=species:S:1:pos:R:3:forces:R:3:lowdin_charge:R:1
Li 21.950 -4.820 9.161 -0.1068 0.4107 0.9454 0.7568
Li 20.147 -3.076 11.976 0.9545 -0.6252 -0.6633 0.8581
O 22.531 -2.227 10.116 -0.6612 -1.2300 -0.4958 -0.6377
H 22.809 -1.911 9.234 -0.3788 -0.0704 0.6735 -0.1683
O 20.643 -6.122 11.550 0.3636 0.4717 -0.6926 -0.6447
H 20.847 -7.077 11.569 -0.1687 0.8154 0.0604 -0.1702
O 18.934 -8.686 9.085 -0.2093 -0.2086 -0.0223 -0.0544
H 18.926 -8.612 8.131 0.0188 -0.0591 -0.2184 0.0212
H 19.480 -7.957 9.378 0.2180 0.3516 0.3528 0.0074
O 19.296 -4.755 7.428 0.3961 0.0957 0.1377 -0.0541
H 18.549 -4.679 8.021 -0.1843 -0.0119 0.2173 0.0358
H 18.962 -5.261 6.686 -0.0157 -0.1350 -0.2323 0.0356
C 24.493 -8.785 8.351 -2.4592 1.4945 0.8103 -0.7996
O 23.765 -7.824 8.160 -0.2608 1.0412 -0.2965 0.0107
N 25.416 -9.199 7.558 3.4672 -0.5241 -3.8198 0.1662
N 24.362 -9.583 9.379 -0.6528 -1.5797 2.9614 0.1649
H 25.608 -8.618 6.754 0.1798 -0.3482 0.1089 0.1261
H 26.063 -9.926 7.827 -0.0964 0.3837 -0.3438 0.1159
H 25.004 -10.359 9.458 -0.5042 0.1976 0.6411 0.1095
H 23.780 -9.256 10.137 0.2131 -0.4476 -0.0220 0.1244
C 25.344 -6.357 14.288 5.5009 -1.1855 -0.2342 -0.7526
O 26.550 -6.497 14.636 -2.1796 0.4991 -0.3443 -0.0237
N 24.323 -6.550 15.042 -3.0461 -0.3482 3.5551 0.1616
N 24.978 -6.206 13.030 -0.0103 1.0727 -3.5720 0.1509
H 23.406 -6.539 14.617 0.0887 -0.2993 0.5792 0.1167
H 24.503 -6.922 15.963 -0.4085 0.2397 -0.1560 0.1259
H 25.718 -6.048 12.361 -0.1308 0.1444 0.2081 0.1144
H 24.097 -5.763 12.814 0.0732 -0.1456 -0.1380 0.1033
```
Forces are in eV/Å.

# 5
C5H7Cl | wB97M-V/def2-TZVPD

## Properties
**SMILES**: C1=CC=1.CCCl
**E**: -654.7257 hartree
**Energy relative to the best compared isomer or geometry (same formula, charge and spin)**: 4.484 eV
**Orbital gap**: 9.64 eV
**Total charge**: 0

Structure (XYZ):
```
13
Properties=species:S:1:pos:R:3:forces:R:3:lowdin_charge:R:1
C -1.146 0.713 0.610 -0.8439 -1.1298 0.1929 -0.0322
C -1.148 1.896 -0.088 -1.0654 -2.6675 -2.3886 -0.0890
C -1.486 0.760 -0.778 1.2873 2.0317 1.8227 -0.0177
H -0.953 2.898 -0.230 0.3347 1.8915 0.1733 0.0716
H -1.617 0.269 -1.727 -0.3116 -0.0358 0.1328 0.0954
C 1.630 -1.682 0.582 -1.2571 -0.4713 0.0812 -0.1669
C 1.639 -0.206 0.977 -0.0193 0.1568 0.6141 -0.6346
Cl 1.943 1.048 -0.294 0.2442 -0.3628 -0.5793 0.4944
H 2.535 -2.203 0.942 -0.3587 0.1292 -0.7706 0.0676
H 1.355 -1.813 -0.484 0.8117 -0.0551 0.4236 0.0684
H 0.737 -2.171 1.091 1.1188 0.6181 -0.2605 0.0867
H 2.513 0.016 1.646 -1.5134 -0.2609 0.0119 0.0685
H 0.573 0.023 1.272 1.5727 0.1558 0.5466 -0.0123
```
Forces are in eV/Å.